This record from OMol25 describes a structure of composition C30H45BrN2P2Ti. The level of theory is ωB97M-V/def2-TZVPD.

XYZ file:
```
81
C30H45BrN2P2Ti (ωB97M-V/def2-TZVPD)
N -5.568 3.416 -3.013
C -5.500 3.623 -1.687
C -4.627 2.898 -0.859
C -3.668 2.014 -1.429
C -3.863 1.728 -2.807
C -4.790 2.473 -3.552
C -2.575 1.439 -0.632
Ti -0.774 0.052 0.217
P 3.832 -0.615 0.498
C -1.286 1.233 -1.225
C -0.133 2.151 -0.943
C 1.193 1.696 -1.126
C 2.185 2.600 -1.513
C 2.021 3.960 -1.167
C 0.747 4.413 -0.791
C -0.338 3.544 -0.823
Br 3.461 5.070 -1.093
H -2.747 1.455 0.466
H -1.174 0.537 -2.083
H -4.670 3.059 0.217
H -3.293 0.938 -3.285
H -6.172 4.395 -1.282
H -4.892 2.295 -4.632
H 1.444 0.647 -0.930
H -1.348 3.917 -0.677
H 3.084 2.304 -2.054
H 0.653 5.447 -0.471
P -0.976 -2.311 -0.396
C 4.623 1.018 0.666
C 6.110 1.029 0.295
H 4.520 1.310 1.723
H 4.041 1.722 0.051
H 6.499 2.048 0.361
H 6.701 0.419 0.985
H 6.288 0.665 -0.719
C 3.331 -0.853 -1.224
C 4.230 -1.930 -1.850
H 3.391 0.101 -1.766
H 2.290 -1.207 -1.238
H 3.869 -2.215 -2.843
H 5.267 -1.594 -1.954
H 4.229 -2.827 -1.221
C 2.619 -0.704 1.828
C 3.370 -1.380 2.996
H 1.749 -1.299 1.498
H 2.275 0.312 2.081
H 2.683 -1.898 3.669
H 4.088 -2.120 2.616
H 3.942 -0.659 3.591
C -0.731 -3.320 1.121
C -1.428 -4.678 1.269
H -1.010 -2.681 1.975
H 0.358 -3.457 1.193
H -2.470 -4.567 1.590
H -1.389 -5.285 0.358
H -0.917 -5.244 2.057
C 0.077 -2.911 -1.753
C -0.412 -2.658 -3.181
H 0.213 -3.989 -1.577
H 1.065 -2.451 -1.613
H -1.410 -3.075 -3.357
H -0.431 -1.591 -3.436
H 0.277 -3.147 -3.883
C -2.666 -2.641 -0.979
C -3.759 -1.997 -0.151
H -2.768 -3.736 -1.018
H -2.728 -2.284 -2.015
H -3.760 -0.905 -0.245
H -4.730 -2.352 -0.513
H -3.695 -2.260 0.911
C -1.321 1.159 4.886
C -0.597 2.041 4.079
C -0.506 1.803 2.711
N -1.046 0.657 2.194
C -1.870 -0.138 2.940
C -1.983 0.080 4.305
H -1.410 1.328 5.953
H -0.138 2.939 4.478
H -0.077 2.504 1.985
H -2.459 -0.871 2.379
H -2.622 -0.595 4.865
```

The frontier orbital gap (spin up / spin down) is 0.21860 / 0.10248 Eh. The expectation value of S² is 2.49. The calculation puts the lowest unoccupied orbital energy (spin up / spin down) at -0.213 / -0.324 Ha. Its HOMO energy (spin up / spin down) is -0.431 / -0.427 Eh. Its spin multiplicity is 3. As for the charge: +2.

---

This record from OMol25 describes the molecule C24H24O5S. The level of theory is ωB97M-V/def2-TZVPD.

XYZ file:
```
54
C24H24O5S (ωB97M-V/def2-TZVPD)
C 3.285 -3.686 -1.437
C 2.593 -2.535 -2.135
O 1.525 -2.074 -1.277
C 0.962 -0.966 -1.780
O 1.276 -0.501 -2.870
C 0.050 -0.219 -0.734
C 0.923 1.031 -0.349
C 2.278 0.475 0.079
C 3.553 0.798 -0.434
C 4.635 0.010 -0.022
C 4.493 -0.963 0.942
C 3.274 -1.167 1.582
C 2.158 -0.406 1.164
C 0.334 2.114 0.531
C -0.591 3.052 0.007
C -1.272 3.955 0.852
C -1.230 3.763 2.252
O -2.315 4.242 2.908
C -2.469 3.918 4.305
C -0.229 2.949 2.778
C 0.631 2.225 1.909
S -1.539 0.191 -1.479
O -2.056 1.080 -0.458
O -1.500 0.607 -2.858
C -2.828 -1.042 -1.422
C -3.168 -1.731 -2.596
C -4.205 -2.679 -2.601
C -4.959 -2.908 -1.450
C -4.700 -2.155 -0.296
C -3.670 -1.196 -0.302
H 4.144 -4.023 -2.057
H 3.675 -3.392 -0.443
H 2.508 -4.470 -1.335
H 3.302 -1.722 -2.343
H 2.173 -2.830 -3.111
H -0.293 -0.950 0.094
H 0.929 1.288 -1.388
H 3.658 1.575 -1.197
H 5.552 0.097 -0.580
H 5.313 -1.670 1.145
H 3.116 -1.888 2.360
H 1.190 -0.453 1.689
H -0.742 3.151 -1.065
H -1.957 4.643 0.441
H -3.368 4.448 4.612
H -2.611 2.837 4.438
H -1.626 4.257 4.927
H -0.216 2.728 3.839
H 1.440 1.665 2.369
H -2.559 -1.566 -3.480
H -4.392 -3.261 -3.526
H -5.744 -3.674 -1.430
H -5.282 -2.342 0.622
H -3.455 -0.634 0.611
```

The frontier orbital gap is 0.31066 Eh. Its SMILES is CCOC(=O)[C@@H]([C@H](c1ccccc1)c1ccc(OC)cc1)S(=O)(=O)c1ccccc1. The value obtained for the energy above the lowest of the compared OMol25 structures with the same formula, charge and spin is 0.0 kcal per mole. The calculation puts the lowest unoccupied orbital energy at 0.016 Ha. Its HOMO energy is -0.295 Eh.

---

This record from OMol25 describes the molecule C3HNO2. The level of theory is ωB97M-V/def2-TZVPD.

XYZ file:
```
7
C3HNO2 (ωB97M-V/def2-TZVPD)
O 0.625 0.637 2.060
C 0.210 -0.285 1.456
C -0.475 -0.013 -0.516
O 0.601 -0.454 0.067
C -0.246 0.351 -1.885
N -0.254 0.829 -2.943
H -0.473 -1.081 1.763
```

The frontier orbital gap is 0.32721 Eh. The value obtained for the energy above the lowest of the compared OMol25 structures with the same formula, charge and spin is 49.9 kcal per mole. The calculation puts the lowest unoccupied orbital energy at -0.054 Ha. Its HOMO energy is -0.381 Eh.

---

This record from OMol25 describes a cluster of 10 separate species, C24H53F3O14S2 in total. The level of theory is ωB97M-V/def2-TZVPD.

XYZ file:
```
96
C24H53F3O14S2 (ωB97M-V/def2-TZVPD)
O -3.743 1.154 0.261
C -4.064 0.707 -0.817
C -3.107 -0.171 -1.626
C -2.610 -1.506 -1.032
C -1.365 -1.460 -0.111
C -0.163 -0.784 -0.772
C 0.300 -1.475 -2.053
O -0.346 -1.051 -3.228
C 1.839 -1.377 -2.206
F 2.443 -2.532 -1.861
F 2.361 -0.409 -1.388
F 2.222 -1.062 -3.452
C -1.674 -0.849 1.262
S -0.183 -1.130 2.286
C -2.849 -1.494 1.982
O -4.052 -1.595 1.162
S -3.864 -2.404 -0.164
O -3.274 -3.674 0.173
O -5.100 -2.407 -0.878
C -5.366 1.069 -1.463
C -6.542 0.421 -1.110
C -7.726 0.784 -1.718
C -7.746 1.795 -2.666
C -6.572 2.443 -3.010
C -5.381 2.075 -2.419
H -3.581 -0.390 -2.583
H -2.249 0.469 -1.835
H -2.402 -2.166 -1.877
H -1.079 -2.501 0.068
H 0.659 -0.804 -0.062
H -0.366 0.276 -0.960
H 0.085 -2.544 -1.960
H -0.504 -0.103 -3.180
H -1.807 0.227 1.175
H -0.663 -0.782 3.483
H -2.590 -2.481 2.360
H -3.142 -0.870 2.825
H -6.535 -0.363 -0.366
H -8.633 0.263 -1.441
H -8.681 2.069 -3.135
H -6.582 3.237 -3.743
H -4.468 2.587 -2.696
C -5.155 2.653 -6.667
O -4.474 2.940 -5.451
H -6.164 3.044 -6.564
H -4.678 3.139 -7.522
H -5.215 1.578 -6.852
H -3.578 2.601 -5.524
C 4.148 -0.224 1.229
O 4.346 0.082 2.599
H 3.080 -0.153 1.039
H 4.668 0.486 0.577
H 4.479 -1.240 0.987
H 5.290 0.032 2.786
C 7.526 1.827 4.335
O 7.464 0.647 3.542
H 6.810 1.707 5.143
H 8.523 1.968 4.761
H 7.259 2.716 3.758
H 8.100 0.730 2.824
C 1.404 2.705 3.183
O 0.831 1.638 3.933
H 0.621 3.096 2.535
H 1.764 3.506 3.830
H 2.233 2.351 2.570
H 1.524 1.281 4.495
C -2.434 -3.961 5.464
O -1.717 -3.247 4.463
H -3.489 -3.881 5.214
H -2.160 -5.019 5.479
H -2.277 -3.534 6.458
H -0.778 -3.303 4.659
C 3.947 2.544 -2.858
O 3.159 2.433 -1.682
H 4.083 3.606 -3.053
H 4.932 2.086 -2.732
H 3.455 2.091 -3.723
H 3.030 1.497 -1.503
C -4.431 -4.472 -3.271
O -4.246 -3.552 -4.349
H -5.217 -4.077 -2.639
H -4.721 -5.459 -3.641
H -3.517 -4.565 -2.677
H -3.551 -3.894 -4.917
C 5.139 4.473 3.999
O 4.607 3.287 3.425
H 4.662 4.598 4.968
H 6.220 4.404 4.150
H 4.922 5.354 3.388
H 5.017 3.157 2.566
C 8.776 -2.129 1.109
O 9.748 -1.099 1.275
H 8.520 -2.499 2.098
H 7.871 -1.740 0.634
H 9.164 -2.958 0.512
H 9.975 -0.771 0.401
```

The frontier orbital gap is 0.33335 Eh. Its SMILES is O=C(C[C@H]1[C@@H](C[C@@H](O)C(F)(F)F)[C@H](S)COS1(=O)=O)c1ccccc1.CO.CO.CO.CO.CO.CO.CO.CO.CO. The calculation puts the lowest unoccupied orbital energy at 0.005 Ha. Its HOMO energy is -0.328 Eh.

---

This record from OMol25 describes a cluster of 2 separate species, C9H14O in total. The level of theory is ωB97M-V/def2-TZVPD.

XYZ file:
```
24
C9H14O (ωB97M-V/def2-TZVPD)
C -0.473 0.535 3.318
C -0.775 -1.820 0.388
C -0.556 -1.219 1.571
C -1.064 -0.874 -0.666
C -0.577 0.144 1.842
C -0.957 0.508 -0.486
C -0.751 1.018 0.814
O -1.395 -1.336 -1.918
H -1.035 -2.885 0.158
H -0.561 -1.873 2.494
H -1.885 -2.259 -1.834
H -1.241 1.262 -1.328
H -0.682 1.478 3.558
H 0.639 0.401 3.575
H -0.785 2.059 1.103
H -1.100 0.040 4.048
C 2.719 1.427 -2.807
C 2.655 1.079 -1.276
H 2.604 0.686 -3.613
H 1.966 2.131 -3.268
H 3.636 1.936 -2.979
H 1.990 0.178 -1.140
H 2.571 1.946 -0.635
H 3.718 0.805 -0.981
```

The frontier orbital gap (spin up / spin down) is 0.37204 / 0.22136 Eh. The expectation value of S² is 0.77. The value obtained for the energy above the lowest of the compared OMol25 structures with the same formula, charge and spin is 44.9 kcal per mole. The calculation puts the lowest unoccupied orbital energy (spin up / spin down) at -0.138 / -0.289 Ha. Its HOMO energy (spin up / spin down) is -0.510 / -0.510 Eh. Its spin multiplicity is 2. As for the charge: +1.

---

This record from OMol25 describes the molecule CH2O3S. The level of theory is ωB97M-V/def2-TZVPD.

XYZ file:
```
7
CH2O3S (ωB97M-V/def2-TZVPD)
O -2.685 1.228 0.297
S -2.036 0.002 0.002
O -2.667 -1.235 0.303
C -0.293 0.006 -0.013
O -1.197 -0.009 -1.348
H 0.240 -0.927 0.044
H 0.261 0.928 0.004
```

The frontier orbital gap is 0.44949 Eh. Its SMILES is O=S1(=O)CO1. The value obtained for the energy above the lowest of the compared OMol25 structures with the same formula, charge and spin is 29.0 kcal per mole. The calculation puts the lowest unoccupied orbital energy at 0.018 Ha. Its HOMO energy is -0.432 Eh.